Formula: C3H5NOS
Source: the OMol25 dataset
Level of theory: ωB97M-V with the def2-TZVPD basis set

XYZ file:
```
11
Properties=species:S:1:pos:R:3:forces:R:3:lowdin_charge:R:1
C -1.217055 -0.091460 -1.419420 -0.319 0.921 -0.317 -0.8155
C 0.273437 -0.958445 0.317003 0.349 -0.135 -0.072 -0.2276
C 0.489741 0.336854 0.969152 0.072 1.300 -1.658 -0.0630
N -0.759165 -1.029010 -0.708482 -0.148 -1.272 0.278 -0.0568
O 1.670466 0.914796 0.896097 -0.806 -0.724 0.240 0.1058
S -1.039291 1.597958 -1.470978 0.696 -0.107 1.079 0.4807
H -1.918771 -0.447741 -2.170525 -0.043 -0.202 -0.189 0.0420
H 1.210425 -1.296737 -0.135669 0.066 0.002 0.210 0.1306
H -0.054067 -1.703080 1.054699 0.238 0.224 0.156 0.1304
H -0.333442 0.843755 1.458222 0.128 0.128 0.226 0.1258
H 1.677721 1.833110 1.209901 -0.232 -0.134 0.046 0.1477
```
Forces are in eV/Å.

Results
Molecular weight: 103.1 g mol⁻¹
LUMO (alpha / beta): -1.426 / -1.443 eV
Energy: -17561.7410 eV
HOMO level (alpha / beta): -7.871 / -7.869 eV
HOMO-LUMO gap (alpha / beta): 6.4 / 6.4 eV
Net charge: 0